P | C14H19NO3 | ωB97M-V with the def2-TZVPD basis set

- LUMO level: 0.0124 Eh

```
37
Properties=species:S:1:pos:R:3:lowdin_charge:R:1
C -0.13 -3.46 -0.51 -0.010
O 0.23 -2.06 -0.65 -0.132
C -0.74 -1.15 -0.81 -0.129
C -0.29 0.19 -1.27 -0.180
C -1.28 0.98 -1.86 -0.004
C -0.92 2.08 -2.63 -0.026
C 0.42 2.45 -2.76 -0.269
C 0.75 3.59 -3.67 -0.052
C 1.39 1.73 -2.05 -0.023
C 1.05 0.60 -1.31 0.000
H 0.76 -3.98 -0.16 0.096
H -0.93 -3.56 0.23 0.101
H -0.43 -3.88 -1.48 0.097
H -1.61 -1.55 -1.34 0.161
H -2.33 0.70 -1.74 0.135
H -1.69 2.66 -3.15 0.123
H 1.82 3.76 -3.71 0.075
H 0.38 3.41 -4.69 0.087
H 0.24 4.49 -3.31 0.086
H 2.44 2.03 -2.12 0.115
H 1.82 0.04 -0.78 0.119
O -1.84 -0.82 0.62 0.003
C -1.54 0.31 1.22 -0.540
C -0.18 0.28 1.96 -0.273
C -0.29 0.11 3.47 -0.103
C 0.30 -1.27 3.78 -0.147
C 0.87 -1.81 2.46 -0.199
N 0.53 -0.82 1.49 -0.049
O -2.18 1.35 1.30 0.077
H 0.32 1.23 1.71 0.149
H 0.35 0.87 3.91 0.110
H -1.32 0.22 3.84 0.119
H 1.12 -1.16 4.51 0.102
H -0.46 -1.95 4.18 0.106
H 1.96 -1.95 2.53 0.110
H 0.41 -2.78 2.23 0.096
H 0.96 -0.88 0.59 0.067
```

Q | C14H19NO3 | ωB97M-V with the def2-TZVPD basis set

- LUMO level: 0.0216 Eh
- SMILES: CCCCOC(=O)c1cccc(NC(=O)CC)c1

```
37
Properties=species:S:1:pos:R:3:lowdin_charge:R:1
C -3.87 0.70 2.03 -0.096
C -5.18 0.78 1.27 -0.255
C -5.23 -0.13 0.04 -0.181
C -4.20 0.22 -1.04 -0.159
H -4.52 -0.17 -2.01 0.130
H -4.06 1.30 -1.12 0.124
O -2.95 -0.38 -0.73 -0.012
C -1.85 0.37 -0.80 -0.462
O -1.85 1.54 -1.12 0.103
C -0.62 -0.38 -0.42 -0.122
C 0.59 0.28 -0.52 0.048
C 1.78 -0.36 -0.17 -0.201
C 1.73 -1.68 0.27 0.003
C 0.51 -2.33 0.37 -0.058
C -0.67 -1.70 0.03 -0.020
H -1.62 -2.20 0.10 0.114
H 0.49 -3.35 0.72 0.107
H 2.64 -2.19 0.54 0.100
N 2.97 0.35 -0.30 0.127
C 4.25 -0.04 -0.03 -0.481
O 4.56 -1.15 0.36 0.076
C 5.26 1.07 -0.26 -0.164
C 5.20 2.09 0.88 -0.092
H 5.39 1.60 1.83 0.082
H 4.22 2.56 0.94 0.069
H 5.94 2.86 0.73 0.072
H 6.25 0.62 -0.29 0.116
H 5.07 1.56 -1.21 0.112
H 2.85 1.30 -0.62 0.142
H 0.60 1.31 -0.86 0.124
H -6.22 -0.06 -0.41 0.111
H -5.07 -1.17 0.34 0.116
H -5.36 1.81 0.96 0.109
H -6.00 0.49 1.93 0.103
H -3.62 -0.34 2.26 0.078
H -3.94 1.25 2.97 0.071
H -3.05 1.13 1.46 0.063
```

Name the least stable of them. P.

P | CHCl3N4 | ωB97M-V with the def2-TZVPD basis set

- LUMO level: -0.0523 Eh

```
9
Properties=species:S:1:pos:R:3:lowdin_charge:R:1
C 1.28 0.23 0.00 -0.350
N 0.18 1.02 0.01 -0.020
N 1.20 -1.04 0.02 -0.439
N -0.98 0.56 0.00 -0.587
N -1.35 -0.61 -0.04 -0.440
Cl 2.66 -1.92 0.05 0.565
Cl -2.22 1.95 0.05 0.538
Cl -2.98 -0.99 -0.06 0.626
H 2.21 0.80 -0.02 0.107
```

Q | CHCl3N4 | ωB97M-V with the def2-TZVPD basis set

- LUMO level (spin up / spin down): -0.0761 / -0.0760 Eh

```
9
Properties=species:S:1:pos:R:3:lowdin_charge:R:1
C 1.19 -0.42 -0.44 -0.078
N 0.55 0.38 -1.24 0.057
N 0.61 -0.13 0.84 -0.492
N -0.35 1.06 -0.63 -0.595
N -0.39 0.79 0.65 -0.005
Cl 0.33 -1.24 2.16 0.662
Cl -1.62 2.00 -1.33 0.770
Cl -2.26 -1.24 0.69 -0.469
H 1.95 -1.20 -0.70 0.151
```

Name the least stable of them. Q.

P | C3H10N4 | ωB97M-V with the def2-TZVPD basis set

- LUMO level: 0.0364 Eh
- SMILES: C=C(NC)NNN

```
17
Properties=species:S:1:pos:R:3:lowdin_charge:R:1
C -1.43 -0.11 1.68 -0.121
N 1.01 0.36 -0.86 -0.010
N 1.85 -0.64 -0.29 -0.153
N -0.74 -0.44 0.45 -0.070
C -0.22 0.66 -0.30 -0.435
N 1.98 -1.77 -1.12 -0.030
C -0.82 1.84 -0.45 0.033
H 1.54 1.18 -1.15 0.122
H 1.39 -0.96 0.56 0.095
H -1.28 -1.06 -0.12 0.120
H 2.56 -1.52 -1.92 0.062
H 1.08 -2.11 -1.48 0.061
H -0.82 0.59 2.25 0.089
H -1.55 -1.02 2.26 0.075
H -2.42 0.34 1.53 0.075
H -0.33 2.65 -0.96 0.046
H -1.80 2.03 -0.07 0.043
```

Q | C3H10N4 | ωB97M-V with the def2-TZVPD basis set

- LUMO level: 0.0349 Eh
- SMILES: [H]/N=C/N.C/N=C\N

```
17
Properties=species:S:1:pos:R:3:lowdin_charge:R:1
N 0.59 -2.33 0.85 0.075
C -0.12 -1.33 1.46 -0.416
N -1.39 -1.35 1.50 0.045
H 0.09 -3.18 0.64 0.085
H 1.57 -2.42 1.07 0.082
H 0.57 -0.58 1.85 0.112
H -1.76 -0.40 1.49 0.013
C -0.12 2.25 0.13 -0.169
N -0.40 0.65 -2.17 0.098
C 0.71 0.66 -1.34 -0.340
N 0.96 1.42 -0.37 -0.041
H 0.23 2.85 0.97 0.065
H -1.02 1.71 0.46 0.061
H -0.47 2.96 -0.64 0.076
H -0.61 -0.20 -2.66 0.082
H -1.20 1.14 -1.81 0.065
H 1.44 -0.10 -1.63 0.108
```

Name the least stable of them. P.

P | C3H10N4 | ωB97M-V with the def2-TZVPD basis set

- LUMO level: 0.0324 Eh
- SMILES: CN(C)/N=C\NN

```
17
Properties=species:S:1:pos:R:3:lowdin_charge:R:1
C 0.02 1.69 -0.19 -0.217
C 1.94 0.66 -0.93 -0.118
C -0.25 -0.95 1.27 -0.189
H 0.70 2.30 0.44 0.046
H -0.60 2.39 -1.08 0.151
H -1.02 1.60 0.46 0.108
H 1.96 0.98 -2.10 0.112
H 2.54 -0.33 -0.49 0.116
H 2.21 1.73 -0.21 0.118
H -0.18 -1.58 2.16 0.107
H -2.41 -1.54 1.07 0.220
H -1.71 -0.06 -1.33 0.140
H -0.46 -1.00 -0.97 0.023
N 0.55 0.38 -0.44 -0.399
N 0.76 -0.26 0.85 0.016
N -1.48 -0.91 0.55 -0.179
N -1.44 -1.05 -0.80 -0.057
```

Q | C3H10N4 | ωB97M-V with the def2-TZVPD basis set

- LUMO level: 0.0301 Eh
- SMILES: [H]/N=N\[H].CC(C)=NN

```
17
Properties=species:S:1:pos:R:3:lowdin_charge:R:1
C -0.81 0.95 -1.31 -0.059
C -1.16 0.50 1.20 -0.047
C -0.52 0.09 -0.11 -0.463
N 0.05 -2.02 0.64 0.027
N 0.00 -1.06 -0.34 -0.085
H 0.09 -1.70 1.61 0.076
H 0.77 -2.70 0.44 0.082
H -1.88 0.96 -1.51 0.083
H -0.49 1.98 -1.14 0.077
H -0.46 0.39 2.03 0.074
H -1.49 1.54 1.15 0.076
H -0.30 0.56 -2.19 0.077
H -2.03 -0.13 1.41 0.088
N 2.46 0.76 -0.17 -0.040
N 2.62 -0.24 -0.83 -0.040
H 1.71 -0.80 -1.02 0.035
H 1.44 0.92 0.15 0.038
```

R | C3H10N4 | ωB97M-V with the def2-TZVPD basis set

- LUMO level: 0.0317 Eh

```
17
Properties=species:S:1:pos:R:3:lowdin_charge:R:1
C 1.26 1.46 -0.33 0.004
N 0.92 -0.12 -0.50 -0.183
C -0.50 -0.34 -0.17 -0.456
C -0.92 0.38 0.88 -0.214
N 1.76 -1.02 0.25 0.085
N -1.04 -1.34 -1.07 0.048
N -2.24 0.29 1.27 -0.032
H 1.03 -0.36 -1.49 0.152
H 2.73 -0.74 0.16 0.081
H 1.46 -0.92 1.22 0.091
H -2.04 -1.22 -1.21 0.056
H -0.91 -2.28 -0.71 0.061
H -2.58 1.00 1.90 0.048
H -2.96 -0.10 0.67 0.059
H 0.64 2.08 -0.98 0.083
H 2.31 1.53 -0.60 0.064
H 1.09 1.70 0.72 0.052
```

Name the least stable of them. P.

P | C5H9FO | ωB97M-V with the def2-TZVPD basis set

- LUMO level: 0.0296 Eh
- SMILES: C=C1OC1(C)C.F

```
16
Properties=species:S:1:pos:R:3:lowdin_charge:R:1
C 0.13 -0.14 -0.28 -0.412
C -0.72 1.02 0.01 -0.321
C -0.05 -1.27 0.76 -0.006
C 1.51 0.02 -1.02 0.025
C -1.08 2.13 0.53 0.085
O -1.07 0.19 -0.99 0.045
F -3.24 -1.03 -0.52 -0.036
H 0.66 -1.23 1.69 0.123
H 0.18 -2.32 0.28 0.122
H -1.01 -1.12 1.03 0.023
H 1.62 1.20 -1.13 0.132
H 1.38 -0.55 -1.93 0.083
H 2.28 -0.30 -0.43 0.033
H -0.74 2.56 1.45 0.062
H -2.55 -0.55 -0.79 -0.035
H -1.85 2.72 0.03 0.078
```

Q | C5H9FO | ωB97M-V with the def2-TZVPD basis set

- LUMO level: 0.0331 Eh
- SMILES: CO/C=C(/C)CF

```
16
Properties=species:S:1:pos:R:3:lowdin_charge:R:1
C -0.64 -1.60 1.58 -0.024
C -1.22 -0.03 -0.19 -0.157
C -0.01 0.44 -0.53 -0.253
C 0.18 1.32 -1.76 -0.081
C 1.22 0.34 0.33 -0.164
H 0.16 -2.00 0.89 0.108
H -0.20 -0.94 2.31 0.074
H -1.24 -2.38 2.04 0.091
H -2.09 0.36 -0.68 0.125
H 0.90 0.92 -2.52 0.086
H 0.55 2.35 -1.50 0.083
H -0.80 1.46 -2.31 0.080
H 1.82 1.24 0.29 0.114
H 1.00 0.21 1.40 0.093
O -1.60 -0.91 0.72 -0.098
F 1.98 -0.79 -0.08 -0.079
```

R | C5H9FO | ωB97M-V with the def2-TZVPD basis set

- LUMO level: 0.0334 Eh
- SMILES: OCC[C@H]1C[C@H]1F

```
16
Properties=species:S:1:pos:R:3:lowdin_charge:R:1
C 0.40 -1.81 0.45 -0.271
C 1.01 -0.50 0.29 -0.174
C -0.08 0.55 0.47 -0.272
C -0.11 1.91 -0.03 -0.112
C -1.01 0.98 -0.67 -0.252
H -0.88 -1.22 -0.77 0.048
H 1.23 -2.46 0.35 0.112
H -0.19 -1.80 1.35 0.121
H 1.72 -0.16 1.18 0.165
H 1.50 -0.38 -0.70 0.140
H -0.60 0.53 1.39 0.134
H 0.52 2.31 -0.88 0.138
H -0.35 2.85 0.65 0.154
H -2.10 0.87 -0.43 0.162
O -0.41 -2.08 -0.72 -0.064
F -0.65 0.40 -1.92 -0.028
```

Name the least stable of them. P.

P | C35H61NO27 | ωB97M-V with the def2-TZVPD basis set

- LUMO level: 0.0019 Eh
- SMILES: C[C@H]1COC(=O)O1.C[C@H]1COC(=O)O1.C[C@H]1COC(=O)O1.C[C@H]1COC(=O)O1.COC(=O)OC.COC(=O)OC.COC(=O)OC.COC(=O)OC.COC(=O)OC.CCCC#N

```
124
Properties=species:S:1:pos:R:3:lowdin_charge:R:1
C -3.59 4.33 3.70 0.001
C -3.42 4.69 2.17 -0.310
C -4.07 3.73 1.22 -0.082
O -5.26 4.43 0.91 0.104
C -5.12 5.70 1.08 -0.681
O -5.81 6.56 0.69 0.196
O -4.04 5.87 1.77 0.112
H -2.60 3.96 4.25 0.115
H -4.45 3.72 3.83 0.059
H -4.00 5.24 4.11 0.074
H -2.34 4.78 2.02 0.149
H -4.41 2.76 1.63 0.141
H -3.45 3.73 0.34 0.134
C 2.11 -0.21 0.18 0.004
C 1.43 1.07 -0.32 -0.253
C 2.50 2.14 -0.61 -0.108
O 2.38 2.38 -1.95 0.144
C 1.42 1.67 -2.44 -0.699
O 1.14 1.47 -3.60 0.129
O 0.88 0.96 -1.61 0.145
H 2.88 -0.47 -0.52 0.093
H 1.32 -0.85 0.34 0.014
H 2.57 0.06 1.15 0.106
H 0.66 1.36 0.41 0.152
H 3.46 1.68 -0.44 0.127
H 2.41 2.98 0.09 0.142
C 2.28 -0.89 -9.82 -0.003
C 2.25 -0.14 -8.51 -0.284
C 1.25 1.08 -8.39 -0.015
O 0.34 0.66 -7.34 0.131
C 0.65 -0.39 -6.82 -0.583
O -0.04 -0.98 -5.94 0.081
O 1.77 -0.95 -7.42 0.055
H 2.88 -1.71 -9.61 0.065
H 2.86 -0.38 -10.58 0.097
H 1.35 -1.17 -10.18 0.074
H 3.20 0.14 -8.10 0.144
H 0.75 1.23 -9.32 0.111
H 1.85 2.07 -8.36 0.166
C 2.89 1.54 4.14 -0.008
C 1.59 1.71 4.94 -0.248
C 1.08 3.13 5.06 -0.009
O -0.08 3.18 4.13 0.117
C -0.24 2.04 3.63 -0.676
O -1.14 1.80 2.79 0.065
O 0.49 1.15 4.18 0.115
H 2.75 1.95 3.14 0.089
H 3.16 0.51 4.01 0.074
H 3.75 2.01 4.50 0.066
H 1.86 1.32 5.91 0.154
H 1.86 3.85 4.75 0.139
H 0.78 3.44 6.05 0.132
C -0.62 -2.05 -2.75 -0.052
O -1.70 -1.44 -2.18 0.053
C -1.72 -1.15 -0.92 -0.515
O -0.80 -1.55 0.00 -0.036
O -2.76 -0.56 -0.55 0.064
C -2.72 0.20 0.64 -0.033
H -0.70 -2.12 -3.82 0.083
H -0.58 -3.12 -2.44 0.120
H 0.31 -1.47 -2.51 0.101
H -2.23 1.13 0.59 0.073
H -2.21 -0.43 1.37 0.077
H -3.70 0.51 0.92 0.082
C 2.63 -1.40 -3.82 -0.080
O 2.20 -2.64 -3.56 -0.030
C 2.96 -3.59 -2.99 -0.415
O 4.36 -3.46 -2.87 -0.066
O 2.32 -4.70 -2.69 -0.034
C 2.98 -5.93 -2.38 -0.025
H 1.85 -1.04 -4.48 0.074
H 3.42 -1.55 -4.52 0.102
H 2.89 -0.86 -2.87 0.124
H 3.78 -5.87 -3.16 0.099
H 2.39 -6.90 -2.55 0.121
H 3.41 -5.85 -1.35 0.109
C -0.08 -2.16 3.11 -0.034
O 0.39 -3.48 3.18 0.010
C 0.06 -4.27 4.11 -0.438
O -0.92 -3.98 5.02 -0.051
O 0.68 -5.53 4.12 -0.028
C 0.40 -6.44 5.17 -0.053
H -0.21 -1.70 4.16 0.123
H -1.13 -2.15 2.71 0.102
H 0.61 -1.58 2.49 0.087
H -0.65 -6.44 5.20 0.070
H 0.80 -6.07 6.10 0.088
H 0.96 -7.38 5.10 0.100
C 5.73 -2.33 2.60 -0.041
O 4.87 -2.18 1.48 -0.033
C 3.81 -3.03 1.38 -0.406
O 3.35 -3.78 2.48 -0.056
O 3.03 -2.93 0.34 -0.016
C 1.67 -3.41 0.32 0.002
H 5.08 -1.70 3.27 0.108
H 6.67 -1.93 2.31 0.082
H 5.84 -3.33 3.03 0.103
H 1.00 -2.94 1.03 0.058
H 1.60 -4.38 0.58 0.065
H 1.44 -3.28 -0.75 0.095
C -4.41 2.70 7.32 -0.045
O -4.66 1.55 6.62 0.054
C -3.80 1.10 5.78 -0.447
O -2.55 1.64 5.58 -0.045
O -4.24 0.20 4.89 0.007
C -3.39 -0.23 3.81 -0.035
H -5.34 3.12 7.42 0.072
H -3.71 3.37 6.89 0.090
H -4.15 2.53 8.37 0.111
H -2.48 -0.76 4.16 0.095
H -3.07 0.66 3.19 0.076
H -3.85 -1.05 3.29 0.092
C -2.73 2.18 -3.07 -0.116
C -2.19 1.46 -4.23 -0.274
C -1.58 2.49 -5.18 -0.150
C -2.68 3.38 -5.77 -0.217
N -3.47 4.04 -6.28 0.124
H -2.01 2.99 -2.77 0.103
H -3.00 1.52 -2.29 0.046
H -3.72 2.54 -3.40 0.092
H -2.94 0.86 -4.69 0.121
H -1.50 0.78 -3.81 0.074
H -1.04 1.90 -5.90 0.087
H -1.03 3.34 -4.87 0.096
```

Q | C35H61NO27 | ωB97M-V with the def2-TZVPD basis set

- LUMO level: 0.0000 Eh
- SMILES: C[C@H]1COC(=O)O1.C[C@H]1COC(=O)O1.C[C@H]1COC(=O)O1.C[C@H]1COC(=O)O1.COC(=O)OC.COC(=O)OC.COC(=O)OC.COC(=O)OC.COC(=O)OC.CCCC#N

```
124
Properties=species:S:1:pos:R:3:lowdin_charge:R:1
C -6.79 12.26 12.91 -0.009
C -6.40 13.53 13.65 -0.315
C -7.03 14.72 12.95 -0.082
O -7.37 15.44 14.15 0.064
C -7.56 14.66 15.19 -0.629
O -8.14 15.00 16.16 0.175
O -6.95 13.49 14.98 0.099
H -6.43 11.30 13.26 0.080
H -6.60 12.44 11.85 0.068
H -7.91 12.19 12.94 0.109
H -5.36 13.75 13.78 0.095
H -7.96 14.46 12.43 0.132
H -6.43 15.30 12.20 0.114
C -4.96 14.82 9.57 0.007
C -5.57 13.65 8.68 -0.246
C -7.11 13.57 8.51 -0.099
O -7.46 14.06 7.27 0.135
C -6.36 14.35 6.67 -0.573
O -6.28 14.75 5.50 0.115
O -5.27 14.10 7.40 0.075
H -5.33 15.72 9.10 0.105
H -3.92 14.82 9.57 0.030
H -5.20 14.77 10.57 0.015
H -5.18 12.67 8.97 0.141
H -7.54 14.14 9.31 0.127
H -7.42 12.56 8.50 0.128
C 3.78 11.56 11.36 0.021
C 3.39 12.20 12.77 -0.265
C 1.94 12.24 13.16 -0.078
O 1.65 11.10 14.00 0.113
C 2.79 10.67 14.37 -0.589
O 2.90 10.04 15.42 0.130
O 3.82 11.22 13.70 0.070
H 4.68 12.00 10.95 0.076
H 2.95 11.61 10.60 0.084
H 4.08 10.56 11.48 0.062
H 3.83 13.22 12.84 0.137
H 1.32 12.11 12.25 0.121
H 1.62 13.16 13.54 0.089
C -3.03 11.81 10.93 -0.050
C -1.78 11.44 11.70 -0.290
C -1.54 9.98 11.61 -0.109
O -0.64 9.76 10.57 0.136
C -0.16 10.86 10.13 -0.596
O 0.64 10.90 9.26 0.171
O -0.73 11.91 10.84 0.018
H -3.93 11.51 11.46 0.085
H -3.18 11.20 10.07 0.080
H -3.12 12.82 10.60 0.044
H -1.81 11.82 12.75 0.166
H -2.47 9.39 11.43 0.161
H -1.13 9.70 12.54 0.121
C -4.94 17.93 11.95 -0.030
O -3.77 18.05 11.13 0.002
C -2.67 18.59 11.68 -0.477
O -2.74 19.45 12.80 -0.066
O -1.57 18.38 11.05 -0.022
C -0.41 19.07 11.49 -0.011
H -4.92 16.95 12.53 0.090
H -5.75 17.85 11.27 0.081
H -5.18 18.75 12.61 0.096
H -0.25 18.98 12.58 0.099
H -0.71 20.14 11.27 0.130
H 0.46 18.77 10.90 0.081
C -1.52 16.41 8.42 -0.026
O -1.89 17.74 8.00 -0.003
C -0.79 18.53 7.87 -0.415
O 0.53 18.14 8.32 -0.092
O -0.93 19.61 7.21 0.037
C 0.13 20.51 6.88 0.020
H -1.12 16.43 9.42 0.065
H -1.02 15.95 7.61 0.102
H -2.54 16.06 8.57 0.081
H -0.14 21.30 6.23 0.084
H 0.83 19.91 6.39 0.086
H 0.45 20.97 7.81 0.102
C -4.03 15.26 15.82 -0.023
O -3.33 14.09 15.57 -0.011
C -2.61 13.56 16.47 -0.480
O -2.48 14.08 17.79 -0.077
O -1.85 12.62 15.97 0.031
C -0.64 12.36 16.70 -0.035
H -4.88 14.91 16.37 0.100
H -4.32 15.68 14.87 0.075
H -3.38 15.95 16.44 0.135
H 0.12 12.18 15.98 0.058
H -0.57 11.39 17.18 0.100
H -0.23 13.13 17.32 0.096
C 3.42 17.84 11.51 -0.082
O 2.63 17.27 10.50 -0.018
C 2.14 16.00 10.69 -0.328
O 2.74 15.14 11.71 -0.098
O 1.25 15.56 9.82 0.009
C 0.52 14.37 10.10 -0.027
H 3.38 18.96 11.51 0.111
H 4.41 17.51 11.28 0.084
H 3.35 17.53 12.61 0.110
H 1.17 13.50 10.31 0.083
H 0.07 14.04 9.13 0.118
H -0.22 14.56 10.83 0.066
C 3.45 13.93 16.01 -0.063
O 2.51 13.05 16.51 -0.016
C 2.88 12.19 17.47 -0.411
O 4.05 12.31 18.19 -0.031
O 1.99 11.22 17.71 -0.018
C 2.40 10.27 18.62 -0.062
H 4.35 14.28 16.67 0.140
H 2.92 14.84 15.66 0.089
H 3.99 13.39 15.25 0.082
H 1.66 9.51 18.87 0.109
H 2.61 10.70 19.57 0.092
H 3.21 9.76 18.20 0.082
C 0.87 16.50 14.06 -0.050
C -0.18 15.40 13.83 -0.208
C -1.32 15.94 12.97 -0.141
C -2.40 14.97 12.75 -0.176
N -3.30 14.33 12.54 0.223
H 0.52 17.30 14.64 0.070
H 1.04 17.04 13.08 0.067
H 1.74 15.92 14.31 0.047
H -0.53 14.96 14.71 0.097
H 0.23 14.57 13.41 0.050
H -1.00 16.19 11.96 0.098
H -1.81 16.78 13.52 0.146
```

Name the least stable of them. P.